C68H133N10O8 | ωB97M-V/def2-TZVPD

Structure (XYZ):
```
219
Properties=species:S:1:pos:R:3:forces:R:3
C -1.226987 3.623155 0.525772 1.64 -0.24 -0.40
C -1.930927 4.536139 -0.473516 0.29 0.86 0.59
C -2.762259 5.529247 0.284355 -0.72 0.65 1.44
C -3.260623 6.769142 -0.424293 -0.19 -0.70 -0.19
C -2.070005 7.431784 -1.095518 -1.09 1.35 0.10
C -1.193601 6.598384 -2.049095 0.27 1.65 1.20
N -0.871721 5.353175 -1.291269 3.90 -6.10 -4.76
O 0.148121 4.599037 -1.750461 -5.44 4.75 3.15
C 0.129094 7.329506 -2.405373 0.47 -0.77 -0.11
C -2.040783 6.302307 -3.310278 0.30 -0.56 -0.26
C -2.819684 3.735475 -1.418763 0.76 -0.03 -1.86
H -0.428840 4.084360 1.111103 -0.55 0.90 0.29
H -0.571323 2.886265 0.057628 -0.78 -0.60 -0.43
H -1.934032 3.171413 1.218559 -0.09 0.01 -0.30
H -2.160724 5.847909 1.137989 -0.14 0.00 0.25
H -3.632313 4.978708 0.645397 0.14 -0.13 0.34
H -3.744124 7.481745 0.245270 0.61 -0.02 0.55
H -4.165889 6.539756 -0.990629 0.50 -0.18 -1.01
H -1.500437 7.918806 -0.302762 0.42 -0.20 -0.09
H -2.525290 8.262935 -1.636096 0.59 0.11 -0.46
H 0.689608 6.845868 -3.206301 -0.43 -0.16 -0.28
H 0.849853 7.287112 -1.588036 -0.33 0.30 0.37
H -0.011031 8.365030 -2.712283 -0.40 -0.06 0.21
H -2.250772 7.259844 -3.787226 0.21 0.15 0.20
H -3.009707 5.854058 -3.100476 0.19 -0.06 0.02
H -1.444193 5.716132 -4.009280 -0.19 -0.18 -0.02
H -3.559514 4.294945 -1.990378 -0.54 0.26 1.03
H -3.218020 2.889235 -0.862025 -0.17 0.15 -0.11
H -2.260448 3.394890 -2.293499 0.52 -0.71 0.36
C 3.883645 1.748785 1.380633 -0.05 -1.52 -0.78
C 3.913151 2.841129 0.264157 -0.21 1.73 1.56
C 4.825159 3.957513 0.827074 1.31 1.78 -0.18
C 6.388164 3.766402 0.864289 -2.44 -2.02 -0.63
C 6.769536 3.413726 -0.595045 -0.08 1.09 0.41
C 6.002278 2.259800 -1.369782 0.89 2.75 0.11
N 4.496581 2.369982 -1.086424 -3.47 -7.37 -0.26
O 3.746968 1.479932 -1.718329 3.83 5.64 2.98
C 6.455566 0.928601 -0.836744 -0.16 -1.84 0.28
C 6.087080 2.498602 -2.900033 0.41 -0.22 0.01
C 2.506909 3.441839 -0.003328 0.28 -0.12 -0.40
H 3.037990 1.061344 1.313903 -0.16 0.04 -0.46
H 3.813795 2.141909 2.394408 0.09 0.81 -0.35
H 4.784273 1.134140 1.381598 0.09 0.11 -0.12
H 4.583693 4.281441 1.839738 -0.80 -0.58 0.02
H 4.640968 4.867858 0.252025 0.00 0.05 -0.27
H 6.552262 2.958460 1.580445 0.39 -0.31 -0.20
H 6.883479 4.614810 1.333326 0.00 0.26 -0.69
H 7.852473 3.287342 -0.593285 -0.04 -0.57 -0.69
H 6.569342 4.332584 -1.148643 0.19 0.05 -0.21
H 7.366817 0.519725 -1.275661 0.13 0.75 -0.56
H 5.709757 0.158851 -1.040309 -0.09 -0.03 0.10
H 6.694850 0.915168 0.226616 -0.33 0.36 0.07
H 6.205932 1.554696 -3.430695 -0.20 0.07 -0.09
H 6.920467 3.145734 -3.173227 0.27 -0.22 0.35
H 5.221651 3.052599 -3.262204 -0.07 -0.20 0.05
H 2.615842 4.210977 -0.768767 -0.12 0.05 -0.05
H 2.098382 3.936160 0.877974 0.46 -0.06 0.23
H 1.741756 2.733680 -0.321260 0.34 -0.32 -0.10
C -0.245555 -3.667010 -1.791551 0.75 0.89 0.02
C -0.111204 -4.735540 -0.629122 -2.83 -1.04 0.10
C -1.351671 -5.684603 -0.730319 -0.07 -0.90 -0.68
C -1.190747 -6.725880 -1.847811 0.08 1.97 -0.56
C 0.027434 -7.554008 -1.599275 -0.59 -0.47 -0.80
C 1.393264 -6.713987 -1.626232 -2.35 -3.43 0.75
N 1.169684 -5.543967 -0.712671 5.68 5.62 -2.49
O 2.207651 -4.781990 -0.525750 -4.67 -4.20 0.00
C 1.770526 -6.253317 -3.061234 -0.25 0.76 -0.01
C 2.452619 -7.668942 -1.133345 2.18 0.08 0.03
C -0.156566 -4.167125 0.774183 0.20 1.94 -0.92
H -0.410564 -3.997296 -2.817020 0.39 -0.86 0.23
H 0.533816 -2.902473 -1.806347 0.67 -0.48 0.23
H -1.077550 -2.964695 -1.704290 -0.57 -0.60 1.13
H -2.255287 -5.131111 -0.988509 0.24 0.59 0.22
H -1.577339 -6.165676 0.222589 0.30 -0.04 0.14
H -1.024469 -6.103922 -2.731625 -0.03 -0.18 -0.41
H -2.115504 -7.249584 -2.086415 0.17 -0.37 0.46
H 0.043086 -8.348405 -2.347246 0.69 0.29 -0.41
H -0.272694 -8.174632 -0.752034 1.24 0.35 0.89
H 1.524123 -7.052395 -3.760047 -0.04 -0.17 0.25
H 2.834880 -6.039887 -3.155263 0.02 -0.08 0.30
H 1.235761 -5.366403 -3.399676 -0.12 -0.06 0.13
H 2.407380 -8.051640 -0.114587 -0.41 0.34 0.05
H 3.436447 -7.231088 -1.315845 0.13 0.35 0.57
H 2.591836 -8.549042 -1.762710 -0.95 -0.02 -0.27
H -0.012034 -4.911530 1.553475 0.05 0.13 -0.13
H -1.124910 -3.666923 0.821175 -0.25 -0.41 0.41
H 0.513722 -3.305301 0.781652 0.48 -0.22 0.66
C -0.627676 -0.059790 -3.261381 -0.82 1.00 0.35
C 0.490056 0.298538 -4.263069 -2.39 -1.89 -0.71
C -0.056276 -0.065679 -5.683138 1.14 1.25 -1.14
C 0.703768 0.598977 -6.861200 0.62 -0.01 0.29
C 0.805750 2.121060 -6.660477 -0.94 -2.29 -0.03
C 1.553257 2.436536 -5.360574 -0.74 3.22 -0.07
N 0.906265 1.733525 -4.169941 3.70 -0.06 6.41
O 1.171006 2.149582 -2.918786 -1.95 -1.85 -7.53
C 1.195340 3.934382 -5.149774 0.01 0.47 0.48
C 3.107537 2.298745 -5.264274 -0.58 -0.76 0.32
C 1.642296 -0.675773 -3.907956 1.16 0.66 -0.19
H -1.045040 -1.061082 -3.373923 0.96 -0.40 -0.31
H -1.550111 0.480839 -3.485943 0.19 0.75 0.11
H -0.329413 0.084586 -2.222516 0.01 -0.07 0.05
H -1.064834 0.301906 -5.876224 -0.31 -0.29 0.73
H -0.005590 -1.145373 -5.817509 -0.22 0.01 0.29
H 0.220039 0.309935 -7.793830 -0.17 0.28 0.03
H 1.734337 0.263329 -6.993943 0.04 -0.44 0.24
H -0.200735 2.526590 -6.545410 -0.08 0.09 -0.05
H 1.178758 2.541095 -7.593906 0.66 0.45 0.51
H 1.656618 4.366698 -4.262038 0.28 0.02 -0.17
H 0.123482 4.111116 -5.051482 -0.12 -0.39 0.04
H 1.457839 4.482002 -6.054488 0.39 -0.03 0.13
H 3.637798 2.940588 -5.967578 -0.56 -0.02 -0.41
H 3.374875 1.257861 -5.443738 0.31 0.10 0.04
H 3.449070 2.632812 -4.285142 -0.23 -0.27 0.10
H 2.395826 -0.726510 -4.694550 0.08 0.24 0.01
H 1.270832 -1.695271 -3.816086 -0.46 0.26 0.01
H 2.101947 -0.384538 -2.963206 -0.02 -0.01 0.04
C -8.588296 -1.645900 -1.264303 0.47 0.61 -0.43
C -7.056824 -1.935364 -1.177158 -1.44 -0.94 0.02
C -6.792993 -3.394522 -1.613792 0.88 -0.22 -0.68
C -5.306594 -3.668020 -1.924626 -0.55 -0.75 0.97
C -4.746725 -2.759180 -2.944953 0.58 1.21 -0.01
C -4.868699 -1.228453 -2.582474 0.14 -1.28 -2.18
N -6.317900 -0.990158 -2.151185 -0.20 7.96 4.65
O -6.629656 0.322600 -1.970945 1.55 -7.97 -1.92
C -4.650257 -0.535048 -3.962228 0.53 1.37 0.39
C -3.868063 -0.716369 -1.488205 -0.56 0.55 -0.49
C -6.510368 -1.797516 0.321065 -0.02 -0.38 -1.53
H -9.193314 -2.335619 -0.676964 0.40 -0.40 -0.16
H -8.840880 -1.711775 -2.322722 -0.36 -0.23 0.08
H -8.922818 -0.661813 -0.936089 0.53 0.15 0.09
H -7.328823 -3.684709 -2.518465 -0.40 0.36 0.05
H -7.153685 -4.055389 -0.826342 -0.03 0.11 0.02
H -5.126090 -4.682147 -2.283297 -0.49 -0.17 0.12
H -4.703078 -3.598971 -1.016517 0.05 0.08 0.17
H -5.129312 -2.901334 -3.956124 -0.47 -0.09 0.16
H -3.694286 -3.032309 -3.043481 0.26 0.53 -0.03
H -4.447257 0.536224 -3.904998 -0.32 0.17 0.51
H -5.464049 -0.610327 -4.682542 -0.13 -0.49 0.25
H -3.732130 -0.885664 -4.434895 -0.14 -0.63 0.13
H -3.979288 0.366483 -1.419747 -0.06 0.06 -0.02
H -2.851420 -0.896528 -1.837834 -0.10 -0.20 -0.23
H -3.922346 -1.090091 -0.467400 -0.42 -0.39 -0.28
H -6.627822 -0.796146 0.730245 0.12 -0.11 -0.01
H -5.508761 -2.224613 0.349912 0.19 0.59 0.16
H -7.093837 -2.548533 0.853483 -0.43 0.39 0.06
C -0.655154 2.502673 3.888121 1.85 -2.11 -0.54
C -0.566093 3.510826 4.978730 -1.43 3.41 1.43
C -1.514534 3.266386 6.154534 -1.08 0.97 -0.25
C -1.088604 2.334506 7.252986 -0.32 -1.20 -0.48
C 0.335315 2.498236 7.728285 -1.03 1.09 -0.08
C 1.330813 2.593804 6.547445 1.54 0.57 2.38
N 0.831320 3.612563 5.539634 4.91 -0.97 -7.58
O 1.696763 4.051550 4.596124 -4.47 -2.10 6.50
C 1.600889 1.233734 5.854813 -0.24 -0.68 -0.64
C 2.697728 3.067412 7.134176 0.20 -0.64 -0.12
C -0.823121 4.957841 4.427049 -0.08 0.61 -1.06
H -0.507230 1.473661 4.221651 -0.58 -0.03 0.55
H 0.264766 2.534233 3.300749 -0.35 0.61 -0.79
H -1.570251 2.491832 3.300349 0.07 0.63 0.20
H -2.490437 2.984304 5.754494 0.14 -0.54 -0.30
H -1.821800 4.242868 6.534086 0.59 0.14 0.47
H -1.141908 1.297520 6.911086 -0.32 -0.12 -0.26
H -1.840456 2.393554 8.039625 0.32 0.11 0.26
H 0.511474 1.686316 8.432918 0.75 -0.04 -0.31
H 0.377592 3.418992 8.312470 0.40 0.08 0.01
H 2.178132 0.622454 6.548995 0.19 0.42 0.22
H 2.160158 1.295421 4.921035 0.18 0.42 0.10
H 0.759275 0.583270 5.615127 -0.49 0.52 0.18
H 3.518341 2.883048 6.440928 -0.10 0.67 -0.30
H 2.992462 2.412599 7.955744 -0.57 -0.22 0.13
H 2.693537 4.056254 7.590834 -0.10 0.18 -0.50
H -0.703760 5.791372 5.119420 0.04 -0.46 0.57
H -1.796806 5.129831 3.965606 -0.44 -0.72 0.51
H -0.186289 5.249579 3.590375 0.50 -0.54 0.07
C 6.473979 -5.383289 -0.459317 0.22 1.86 -0.31
C 6.116057 -3.995109 -1.090029 0.22 -1.25 1.13
N 5.202565 -3.257744 -0.193092 -2.03 0.66 1.60
C 4.316767 -2.336272 -0.679270 -0.38 0.53 -0.24
C 3.583958 -1.825574 0.353377 -0.17 0.46 -0.55
N 3.978918 -2.448889 1.513644 0.90 -0.48 -2.63
C 4.944577 -3.316180 1.130730 1.16 -0.61 0.39
C 3.570313 -2.051184 2.837634 0.80 -1.01 1.31
H 7.254831 -5.171169 0.270674 -0.03 -0.52 0.17
H 6.876415 -6.039669 -1.228481 -0.14 -0.10 0.17
H 5.571971 -5.754497 0.025609 0.17 -0.45 -0.12
H 5.571321 -4.154643 -2.019087 0.18 0.38 -0.07
H 6.970820 -3.324611 -1.167192 0.16 -0.38 -0.58
H 4.307169 -2.161067 -1.743961 -0.21 0.26 0.12
H 2.823794 -1.057634 0.368645 -0.27 -0.19 -0.09
H 5.531631 -3.931091 1.796634 -0.19 -0.01 0.15
H 4.060897 -2.761302 3.504911 0.12 0.18 0.20
H 2.509470 -2.166904 3.050310 -0.05 0.45 -0.65
H 3.973750 -1.063890 3.055426 -0.38 0.04 -0.01
C -5.373500 -4.924480 6.662712 -0.88 1.13 -0.87
C -5.219338 -4.489252 5.187777 -1.01 -1.28 0.11
N -3.848942 -4.312487 4.742996 2.22 2.52 0.25
C -2.968705 -5.239124 4.243885 -1.64 -1.13 -0.19
C -1.811727 -4.652295 3.924741 0.54 0.93 0.18
N -1.945602 -3.316340 4.259885 -0.79 0.27 0.89
C -3.169845 -3.117277 4.816461 0.42 -2.11 -1.24
C -0.849739 -2.339862 4.331090 0.07 -0.33 0.29
H -5.032647 -4.111445 7.302955 0.41 -0.46 0.32
H -5.014509 -5.930290 6.872149 0.43 0.29 0.05
H -6.452818 -4.952463 6.819154 -0.05 -0.12 0.09
H -5.771754 -3.605300 4.870054 0.09 0.25 0.62
H -5.667983 -5.265139 4.565564 0.27 -0.17 -0.11
H -3.308556 -6.252031 4.089639 0.17 -0.03 0.11
H -0.890825 -5.064657 3.546992 -0.14 0.07 0.08
H -3.502833 -2.166560 5.202411 -0.24 -0.19 0.03
H 0.007491 -2.744099 3.795582 -0.14 0.12 -0.12
H -0.575305 -2.249064 5.381888 0.09 0.19 -0.06
H -1.127933 -1.375165 3.910402 -0.02 -0.15 -0.07
C -1.434261 -0.292558 1.075139 0.25 0.49 -0.71
C 0.089433 -0.475186 0.999031 0.10 0.25 1.77
O 0.567786 -0.768874 -0.095587 0.24 -0.44 -2.08
O 0.768998 -0.336016 2.044801 -0.16 0.17 0.59
H -1.912624 -1.253947 0.885146 -0.15 -0.01 0.27
H -1.675928 0.345704 0.222691 -0.23 -0.02 -0.12
H -1.809438 0.225010 1.957434 0.12 -0.39 0.22
```
Forces are in eV/Å.

Summary:
Net charge: +7
E in Eh: -3816.673773
2S+1: 1
HOMO level in Eh: -0.7976
Gap between HOMO and LUMO in Ha: 0.172

Mulliken population analysis, charges in e, atoms 1 to 6:
1. C -2.199
2. C 2.105
3. C -1.200
4. C -0.818
5. C -1.252
6. C 1.126